[1]
{"formula": "C11H22N2", "method": "wB97M-V/def2-TZVPD", "elements": ["C", "C", "C", "C", "C", "C", "C", "C", "C", "C", "C", "N", "N", "H", "H", "H", "H", "H", "H", "H", "H", "H", "H", "H", "H", "H", "H", "H", "H", "H", "H", "H", "H", "H", "H"], "positions_angstrom": [[0.7793, -1.3762, 2.3136], [-0.9661, 1.1562, -2.2267], [-1.1774, -0.3152, -2.1119], [0.4455, 1.4714, -1.9069], [-0.8726, -0.6868, -0.6288], [0.8739, 1.0970, -0.4423], [0.8104, -1.9269, 3.6798], [-0.7706, -2.2005, -0.5960], [-2.1414, -0.1852, 0.1811], [0.3417, 2.2271, 0.4872], [2.4587, 1.1978, -0.3905], [0.2982, -0.2854, 2.0631], [0.4379, -0.2440, -0.2812], [1.3334, -2.0499, 1.6947], [-0.9345, 1.4004, -3.2660], [-1.5982, 1.8247, -1.6094], [-2.2470, -0.5284, -2.3989], [-0.5652, -0.9631, -2.7202], [1.2484, 0.9702, -2.5412], [0.6864, 2.5571, -2.0417], [1.3854, -1.2905, 4.3640], [-0.1662, -1.7977, 4.0943], [1.0659, -3.0084, 3.8438], [-1.7123, -2.6421, -0.6413], [-0.3371, -2.6147, 0.3197], [-0.2324, -2.4765, -1.4154], [-2.3031, 0.8781, 0.0478], [-1.8390, -0.3586, 1.2095], [-2.9789, -0.7879, 0.1033], [0.1784, 3.0925, -0.1317], [0.9853, 2.5273, 1.2529], [-0.5808, 1.9228, 0.9317], [2.7074, 2.1505, -0.7891], [2.6651, 0.3321, -1.0378], [2.7215, 0.9331, 0.5905]], "atomic_forces_ev_per_a": [[1.580, -1.818, 0.735], [1.206, 0.468, -0.926], [-1.662, -0.099, 1.014], [3.339, 0.671, 0.637], [-2.213, -0.548, -0.490], [0.568, 2.140, -0.537], [-0.310, -0.512, 2.464], [-0.546, 0.784, 2.670], [3.565, 0.561, 1.267], [-1.151, -1.014, -1.375], [-3.260, -2.405, -1.445], [-0.657, 1.432, -1.351], [0.746, 0.171, 1.443], [0.163, 0.038, -1.551], [-1.217, 0.615, -0.916], [-0.115, -0.648, -0.657], [0.921, -0.216, 0.631], [0.490, 0.422, -0.661], [-1.448, 0.177, 0.181], [-0.350, -0.717, 0.102], [0.415, -0.284, -0.316], [-0.941, -0.131, 0.348], [0.073, 1.113, -0.683], [-1.888, -0.770, -0.384], [0.199, 0.340, -0.183], [1.745, -1.123, -2.072], [-0.376, -0.061, -0.043], [-0.113, 0.460, 0.401], [-1.724, -1.047, -1.074], [-0.226, 0.492, -0.148], [1.238, 0.035, 1.258], [-0.660, 0.032, 0.364], [0.778, 0.667, -0.044], [0.957, 0.566, -0.017], [0.873, 0.209, 1.358]], "mulliken_charge": [0.24, -0.42, -1.01, -1.25, 1.57, 1.71, -1.20, -1.80, -1.80, -1.81, -1.85, -0.48, -0.38, 0.46, 0.39, 0.21, 0.27, 0.43, 0.36, 0.41, 0.30, 0.32, 0.33, 0.46, 0.27, 0.43, 0.34, 0.43, 0.49, 0.39, 0.47, 0.43, 0.41, 0.44, 0.45], "gap_ha": [0.324, 0.305], "relative_energy_ev": 5.2297, "total_energy_ev": -14739.1261, "largest_force_ev_per_a": 4.30, "homo_ev": [-8.58, -8.33], "multiplicity": 1}



[2]
{"formula": "C52H42FN6O4PW", "method": "wB97M-V/def2-TZVPD", "elements": ["W", "C", "C", "C", "C", "C", "N", "C", "C", "C", "C", "C", "C", "C", "N", "C", "C", "C", "N", "C", "C", "N", "C", "C", "C", "N", "H", "H", "H", "H", "H", "H", "H", "H", "H", "H", "H", "H", "H", "H", "H", "H", "H", "H", "C", "C", "C", "C", "C", "C", "P", "C", "C", "C", "C", "C", "C", "C", "C", "C", "C", "C", "C", "H", "H", "H", "H", "H", "H", "H", "H", "H", "H", "H", "H", "H", "H", "F", "C", "C", "C", "C", "C", "C", "C", "H", "H", "H", "H", "H", "H", "O", "C", "O", "C", "C", "C", "C", "C", "C", "N", "O", "O", "H", "H", "H", "H"], "positions_angstrom": [[-0.3179, 0.0730, 1.1264], [5.0709, -3.1109, 4.3020], [4.2696, -2.2759, 3.3405], [4.6451, -0.9733, 3.0167], [3.8609, -0.1846, 2.2010], [2.6662, -0.6507, 1.6296], [1.8318, 0.1868, 0.9037], [2.4017, 1.0373, -0.0228], [3.4752, 0.6372, -0.8415], [3.9383, 1.4067, -1.8905], [3.3547, 2.6334, -2.2015], [3.7838, 3.4345, -3.4007], [2.3262, 3.0656, -1.3805], [1.8769, 2.3133, -0.2998], [0.8935, 2.9174, 0.5364], [0.8563, 4.2220, 0.8841], [-0.2901, 4.4331, 1.6086], [-0.9139, 3.1839, 1.6578], [-0.2016, 2.2673, 1.0100], [2.3314, -1.9841, 1.9105], [3.0997, -2.7560, 2.7777], [1.2214, -2.6348, 1.2859], [1.1944, -3.9369, 0.9222], [-0.0907, -4.2468, 0.5493], [-0.8054, -3.0557, 0.7174], [-0.0110, -2.0760, 1.1487], [6.1216, -2.8211, 4.2917], [5.0109, -4.1711, 4.0544], [4.7070, -2.9910, 5.3250], [5.5546, -0.5598, 3.4377], [4.1516, 0.8384, 1.9963], [3.9406, -0.3188, -0.6307], [4.7585, 1.0362, -2.4961], [4.8517, 3.3231, -3.5903], [3.5752, 4.4959, -3.2634], [3.2557, 3.1090, -4.3011], [1.8440, 4.0172, -1.5789], [1.6499, 4.8887, 0.5961], [-0.6272, 5.3559, 2.0449], [-1.8258, 2.8931, 2.1521], [2.7631, -3.7574, 3.0194], [2.0886, -4.5342, 0.9531], [-0.4586, -5.1956, 0.2013], [-1.8456, -2.8442, 0.5333], [-5.2574, 3.5560, -0.1525], [-4.1998, 3.0286, -0.8793], [-3.4701, 1.9674, -0.3623], [-3.7944, 1.4111, 0.8719], [-4.8672, 1.9385, 1.5868], [-5.5889, 3.0105, 1.0814], [-2.7277, 0.0536, 1.4845], [-3.9196, -1.3458, 1.4733], [-3.7418, -2.3865, 2.3870], [-4.5512, -3.5111, 2.3431], [-5.5470, -3.6173, 1.3797], [-5.7292, -2.5905, 0.4656], [-4.9217, -1.4610, 0.5135], [-2.3028, 0.3155, 3.2261], [-3.0436, 0.4665, 4.3864], [-2.3620, 0.5997, 5.5941], [-0.9723, 0.5661, 5.6064], [-0.2426, 0.4006, 4.4306], [-0.8898, 0.2654, 3.1978], [-5.8203, 4.3939, -0.5434], [-3.9362, 3.4536, -1.8405], [-2.6187, 1.5682, -0.9035], [-5.1381, 1.5146, 2.5460], [-6.4121, 3.4222, 1.6516], [-2.9627, -2.3070, 3.1368], [-4.4070, -4.3053, 3.0650], [-6.1806, -4.4944, 1.3467], [-6.5068, -2.6632, -0.2846], [-5.0815, -0.6591, -0.1982], [-4.1282, 0.4619, 4.3698], [-2.9115, 0.7224, 6.5190], [-0.4502, 0.6668, 6.5516], [0.8419, 0.3737, 4.4824], [4.0389, -5.7008, -4.7348], [3.3279, -4.7738, -4.0647], [4.0031, -3.8051, -3.3506], [3.2589, -2.8567, -2.6639], [1.8700, -2.8841, -2.6913], [1.0775, -1.8621, -1.9440], [1.2246, -3.8803, -3.4172], [1.9482, -4.8333, -4.1148], [5.0842, -3.8024, -3.3381], [3.7650, -2.0839, -2.0976], [0.1957, -2.2995, -1.4787], [1.6692, -1.3643, -1.1753], [0.1416, -3.9139, -3.4321], [1.4660, -5.6164, -4.6831], [0.6277, -0.8509, -2.8898], [0.0329, 0.1982, -2.3490], [-0.1982, 0.3164, -1.1615], [-0.2927, 1.2753, -3.3161], [-0.1467, 1.1075, -4.6891], [-0.4339, 2.1559, -5.5514], [-0.8498, 3.3785, -5.0486], [-0.9673, 3.5222, -3.6766], [-0.7050, 2.4959, -2.7952], [-1.3652, 4.8338, -3.1288], [-1.7060, 5.6886, -3.9212], [-1.1981, 5.0141, -1.9404], [0.1938, 0.1565, -5.0745], [-0.3267, 2.0232, -6.6190], [-1.0742, 4.2154, -5.6932], [-0.8034, 2.6402, -1.7280]], "atomic_forces_ev_per_a": [[-0.327, 0.174, -0.268], [0.005, 0.001, 0.002], [0.002, 0.005, 0.004], [-0.003, -0.002, -0.001], [-0.008, 0.001, -0.001], [0.001, -0.016, 0.029], [0.016, 0.025, 0.090], [0.026, -0.011, 0.015], [0.006, 0.009, -0.001], [-0.002, -0.002, 0.008], [0.000, -0.003, -0.006], [0.004, 0.000, -0.005], [-0.029, 0.002, 0.002], [-0.011, 0.009, -0.012], [-0.008, -0.011, -0.004], [0.017, -0.017, -0.010], [-0.011, 0.008, 0.008], [0.008, -0.001, -0.006], [-0.002, -0.111, 0.013], [-0.002, 0.011, -0.006], [-0.006, -0.010, -0.003], [0.003, -0.015, -0.009], [0.000, 0.001, -0.001], [0.009, -0.005, 0.000], [-0.009, 0.027, -0.037], [-0.044, 0.041, 0.042], [0.000, -0.001, -0.004], [-0.003, 0.000, 0.001], [0.002, 0.002, 0.001], [0.000, -0.001, 0.001], [0.000, 0.003, 0.000], [-0.001, 0.019, 0.014], [0.003, 0.000, -0.003], [0.000, -0.002, 0.002], [-0.001, -0.002, 0.000], [0.004, 0.003, 0.000], [-0.004, -0.001, -0.009], [0.000, 0.005, 0.003], [-0.001, 0.001, -0.001], [-0.004, 0.005, -0.003], [0.004, -0.001, 0.000], [0.002, -0.001, 0.002], [-0.004, 0.001, -0.001], [0.002, -0.010, 0.004], [0.008, -0.002, -0.012], [-0.012, 0.001, 0.003], [0.021, 0.016, 0.010], [-0.028, -0.007, -0.014], [-0.014, 0.003, -0.005], [-0.001, -0.007, 0.018], [0.169, 0.013, 0.000], [0.024, -0.019, 0.053], [-0.013, 0.005, -0.011], [-0.004, -0.001, -0.002], [0.007, -0.005, 0.006], [0.004, 0.008, -0.008], [-0.001, -0.003, -0.019], [0.045, -0.023, 0.020], [-0.003, 0.002, 0.001], [0.000, 0.001, 0.000], [0.001, 0.004, 0.001], [-0.012, 0.020, -0.003], [0.149, -0.018, 0.073], [-0.001, 0.000, -0.001], [-0.008, 0.001, 0.004], [-0.014, -0.015, 0.015], [0.000, -0.007, -0.002], [0.000, 0.003, -0.002], [0.001, -0.003, 0.001], [-0.001, -0.001, -0.001], [-0.001, 0.000, -0.001], [0.000, -0.002, 0.000], [0.001, 0.002, 0.003], [-0.001, 0.003, 0.001], [0.000, 0.000, 0.001], [-0.001, 0.000, 0.001], [0.001, -0.005, 0.000], [0.004, 0.002, 0.002], [-0.001, 0.005, 0.003], [-0.001, -0.006, -0.009], [0.017, 0.010, -0.007], [-0.004, -0.003, 0.002], [0.013, -0.001, 0.022], [-0.003, -0.003, 0.003], [0.004, -0.005, -0.002], [0.001, -0.001, 0.001], [-0.012, -0.020, -0.014], [-0.013, -0.011, 0.000], [-0.015, -0.026, -0.012], [0.000, 0.000, 0.002], [-0.001, -0.001, 0.000], [0.005, -0.012, -0.016], [0.167, 0.126, -0.004], [-0.158, -0.156, 0.028], [0.042, 0.006, 0.008], [-0.018, -0.005, -0.006], [0.019, -0.007, 0.014], [-0.028, 0.007, -0.001], [-0.234, -0.107, 0.028], [-0.007, -0.013, 0.000], [0.934, 0.320, -0.145], [-0.345, -0.079, 0.037], [-0.326, -0.120, 0.080], [-0.002, 0.000, -0.001], [0.003, 0.002, 0.000], [-0.001, -0.007, 0.001], [0.011, 0.011, 0.008]], "lowdin_spin": [1.56, 0.00, 0.00, 0.00, 0.00, 0.01, 0.03, 0.00, 0.00, 0.00, 0.00, 0.00, 0.00, 0.01, 0.00, 0.02, 0.00, 0.02, 0.00, 0.00, 0.00, 0.01, 0.03, 0.00, 0.04, 0.01, 0.00, 0.00, 0.00, 0.00, 0.00, 0.00, 0.00, 0.00, 0.00, 0.00, 0.00, 0.00, 0.00, 0.00, 0.00, 0.00, 0.00, 0.00, 0.00, 0.00, 0.00, 0.00, 0.00, 0.00, 0.02, 0.00, 0.00, 0.00, 0.00, 0.00, 0.00, 0.04, 0.00, 0.03, -0.01, 0.02, 0.02, 0.00, 0.00, 0.00, 0.00, 0.00, 0.00, 0.00, 0.00, 0.00, 0.00, 0.00, 0.00, 0.00, 0.00, 0.00, 0.00, 0.00, 0.00, 0.00, 0.00, 0.00, 0.00, 0.00, 0.00, 0.00, 0.00, 0.00, 0.00, 0.01, 0.02, 0.05, 0.00, 0.00, 0.00, 0.00, 0.00, 0.00, 0.00, 0.00, 0.00, 0.00, 0.00, 0.00, 0.00], "gap_ha": [0.171, 0.156], "s_squared": 2.021, "relative_energy_ev": 1.6299, "total_energy_ev": -85565.3423, "largest_force_ev_per_a": 1.00, "homo_ev": [-5.41, -5.02], "multiplicity": 3}



[3]
{"formula": "C14H10N4PmS2", "method": "wB97M-V/def2-TZVPD", "elements": ["Pm", "N", "C", "C", "C", "C", "C", "C", "S", "N", "C", "C", "C", "C", "C", "C", "N", "H", "H", "H", "H", "H", "H", "H", "H", "H", "S", "C", "N", "C", "H"], "positions_angstrom": [[-0.0300, -0.1509, -0.1262], [3.8568, 2.1966, -0.3876], [5.0209, 1.3935, -0.5308], [6.2583, 2.0022, -0.6235], [7.4084, 1.2276, -0.7206], [7.3223, -0.1519, -0.7018], [6.0786, -0.7686, -0.6030], [4.9405, 0.0086, -0.5391], [3.3470, -0.7891, -0.5209], [2.2849, 0.4867, -0.0708], [2.6464, 1.7366, -0.0578], [1.6013, 2.7124, 0.3649], [1.9159, 3.9446, 0.9117], [0.8908, 4.7934, 1.3064], [-0.4194, 4.3798, 1.1455], [-0.6562, 3.1212, 0.6204], [0.3247, 2.2949, 0.2375], [4.0179, 3.1904, -0.3652], [6.3336, 3.0839, -0.6228], [8.3690, 1.7151, -0.8101], [8.2173, -0.7553, -0.7600], [6.0020, -1.8484, -0.5948], [2.9452, 4.2408, 1.0628], [1.1175, 5.7586, 1.7383], [-1.2460, 5.0135, 1.4340], [-1.6675, 2.7562, 0.4906], [-3.9865, 0.0953, 0.0077], [-2.4703, -0.0248, -0.0285], [0.1787, -3.8452, -0.0944], [0.1467, -2.6991, -0.1568], [0.2079, -4.8516, -0.0472]], "atomic_forces_ev_per_a": [[0.444, 0.275, -0.520], [-0.019, 0.124, 0.060], [0.331, -0.166, -0.004], [-0.034, 0.058, 0.029], [-0.004, 0.048, -0.025], [-0.011, -0.047, 0.029], [0.087, 0.035, -0.025], [-0.416, 0.017, 0.001], [0.150, 0.086, -0.112], [0.778, 0.375, 0.268], [0.038, -0.404, -0.106], [-0.157, 0.321, 0.151], [0.121, -0.098, -0.099], [-0.104, -0.042, -0.027], [-0.029, 0.105, 0.065], [0.199, -0.022, -0.096], [0.212, 0.577, 0.139], [-0.057, 0.017, -0.058], [-0.013, -0.011, 0.008], [0.001, -0.015, 0.023], [-0.013, -0.005, -0.022], [0.004, 0.001, 0.010], [-0.019, 0.009, -0.003], [-0.003, 0.004, -0.002], [-0.006, -0.021, -0.006], [-0.038, 0.025, 0.020], [0.985, -0.048, -0.086], [-2.513, 0.065, 0.365], [0.023, -0.230, -0.013], [0.056, -1.087, 0.039], [0.007, 0.056, -0.003]], "lowdin_spin": [4.82, 0.00, 0.00, 0.00, 0.00, 0.00, 0.00, 0.00, 0.00, -0.01, 0.00, 0.00, 0.00, 0.00, 0.00, 0.00, -0.01, 0.00, 0.00, 0.00, 0.00, 0.00, 0.00, 0.00, 0.00, 0.00, 0.10, 0.07, 0.01, 0.01, 0.00], "gap_ha": [0.208, 0.228], "s_squared": 8.757, "relative_energy_ev": 0.7950, "total_charge": 2, "total_energy_ev": -58848.3830, "largest_force_ev_per_a": 2.54, "homo_ev": [-12.91, -13.36], "multiplicity": 6}



[4]
{"formula": "C5H11N", "method": "wB97M-V/def2-TZVPD", "elements": ["C", "C", "C", "H", "H", "H", "H", "H", "H", "C", "C", "N", "H", "H", "H", "H", "H"], "positions_angstrom": [[-2.0957, 1.1882, -0.1146], [-0.9479, 2.1784, -0.0208], [-0.3940, 2.9241, -1.0442], [-2.5247, 1.3165, -1.0980], [-2.8812, 1.5433, 0.6899], [-1.6294, 0.2166, -0.0218], [-0.5294, 2.4218, 0.9635], [0.5766, 3.2170, -0.6111], [-0.8644, 2.9979, -2.0181], [1.9957, -2.0258, -0.3841], [0.7716, -2.4462, 1.4514], [1.9029, -2.7755, 0.8707], [2.3720, -2.7250, -1.1916], [0.9802, -1.7677, -0.8867], [2.5165, -1.0661, -0.2358], [0.9415, -2.4426, 2.5746], [-0.1904, -2.7549, 1.0765]], "atomic_forces_ev_per_a": [[-0.442, 2.709, 1.340], [0.217, 1.419, -1.794], [-0.628, -2.192, 3.565], [-0.334, -0.297, -0.252], [1.378, -1.503, -1.428], [-0.593, -0.463, 0.444], [0.073, -0.804, -0.205], [-0.398, 1.145, -1.536], [0.742, -0.032, -0.131], [-1.740, -2.246, -3.315], [3.383, -3.319, 2.565], [-1.592, 4.001, 0.645], [0.666, 1.212, 0.818], [1.018, -0.062, 1.201], [0.143, -0.790, -0.108], [-1.155, -0.363, -0.960], [-0.737, 1.586, -0.850]], "mulliken_charge": [-0.70, -0.06, -0.74, 0.28, 0.24, 0.16, 0.31, 0.22, 0.30, -0.67, -0.34, -0.34, 0.29, 0.24, 0.23, 0.26, 0.31], "smiles": "C=CC.C=NC", "gap_ha": 0.343, "relative_energy_ev": 4.4117, "total_energy_ev": -6849.1168, "largest_force_ev_per_a": 5.39, "homo_ev": -9.06, "multiplicity": 1}